Record 1
{
  "formula": "C27H60BF4NO13P2",
  "method": "the ωB97M-V functional and the def2-TZVPD basis",
  "homo_lumo_gap_ev": 4.189,
  "fmax_ha_per_bohr": 0.1701,
  "symbols": ["C", "C", "C", "C", "C", "C", "N", "O", "C", "C", "C", "H", "H", "H", "H", "H", "H", "H", "H", "H", "H", "H", "H", "H", "H", "H", "H", "H", "H", "B", "F", "F", "F", "F", "C", "C", "O", "C", "H", "H", "H", "H", "H", "H", "C", "C", "O", "C", "H", "H", "H", "H", "H", "H", "C", "C", "O", "C", "H", "H", "H", "H", "H", "H", "C", "C", "O", "C", "H", "H", "H", "H", "H", "H", "C", "O", "P", "O", "O", "C", "O", "C", "H", "H", "H", "H", "H", "H", "H", "H", "H", "C", "O", "P", "O", "O", "C", "O", "C", "H", "H", "H", "H", "H", "H", "H", "H", "H"],
  "coordinates": [[7.78, 52.95, 51.11], [7.01, 52.21, 50.01], [5.57, 52.12, 50.44], [4.82, 53.36, 49.97], [5.03, 53.56, 48.47], [6.54, 53.80, 48.09], [7.34, 52.86, 48.62], [8.47, 52.57, 48.30], [6.95, 55.21, 48.46], [6.60, 53.73, 46.55], [7.41, 50.71, 50.00], [8.95, 52.94, 51.04], [7.56, 52.70, 52.13], [7.21, 54.00, 51.35], [5.53, 52.12, 51.52], [5.06, 51.18, 50.12], [5.10, 54.34, 50.51], [3.76, 53.26, 50.16], [4.45, 54.30, 48.11], [4.78, 52.48, 48.22], [7.87, 55.43, 48.09], [7.07, 55.02, 49.36], [6.13, 55.94, 48.32], [7.66, 53.56, 46.13], [6.16, 54.77, 46.19], [5.95, 52.83, 46.08], [7.12, 50.32, 50.91], [8.49, 50.56, 50.06], [6.86, 50.00, 49.39], [5.83, 50.19, 53.90], [6.98, 49.57, 53.34], [5.66, 49.80, 55.20], [5.99, 51.60, 53.88], [4.69, 50.00, 53.11], [8.45, 52.22, 55.72], [9.48, 52.21, 56.87], [10.66, 52.12, 56.74], [8.91, 52.40, 58.33], [8.45, 51.25, 55.11], [8.40, 53.25, 55.20], [7.32, 52.14, 56.03], [8.64, 51.22, 58.80], [8.09, 53.02, 58.47], [9.79, 52.98, 59.01], [3.11, 46.89, 53.21], [1.79, 47.43, 53.74], [0.70, 46.81, 53.76], [1.91, 48.98, 54.05], [3.06, 45.91, 53.45], [3.91, 47.36, 53.73], [3.25, 47.19, 52.14], [1.18, 49.17, 54.93], [1.85, 49.42, 53.08], [2.99, 49.05, 54.22], [9.61, 47.85, 50.92], [9.06, 46.89, 49.95], [7.98, 47.04, 49.39], [9.75, 45.65, 49.61], [10.27, 47.65, 51.73], [8.96, 48.64, 51.33], [10.08, 48.28, 50.13], [9.54, 45.39, 48.35], [9.37, 44.82, 50.22], [10.82, 45.74, 49.69], [4.42, 46.37, 59.31], [4.38, 46.52, 57.86], [4.18, 45.52, 57.15], [4.50, 47.87, 57.17], [5.44, 46.55, 59.57], [3.89, 45.43, 59.85], [3.62, 47.18, 59.69], [5.35, 48.52, 57.27], [3.68, 48.46, 57.48], [4.35, 47.68, 56.21], [6.76, 46.42, 53.14], [7.31, 45.35, 52.32], [6.26, 44.44, 51.48], [4.98, 45.16, 51.15], [6.76, 43.88, 50.11], [6.10, 44.20, 48.85], [5.87, 43.14, 52.35], [4.67, 42.47, 52.14], [7.63, 46.80, 53.62], [5.87, 46.20, 53.78], [6.48, 47.17, 52.39], [6.29, 43.46, 48.17], [6.50, 45.14, 48.59], [5.00, 44.29, 48.82], [3.85, 43.20, 52.24], [4.63, 41.80, 52.86], [4.48, 42.05, 51.17], [0.22, 56.42, 55.08], [0.32, 55.37, 54.17], [1.64, 54.39, 53.93], [2.64, 55.33, 54.35], [1.74, 53.12, 54.94], [2.93, 52.44, 54.94], [1.90, 54.10, 52.43], [1.52, 54.91, 51.36], [0.32, 55.95, 55.92], [-0.80, 56.82, 55.11], [1.13, 56.97, 54.92], [3.83, 53.07, 54.81], [2.97, 51.88, 54.11], [2.99, 51.82, 55.73], [1.80, 54.64, 50.38], [2.14, 55.85, 51.56], [0.40, 54.94, 51.61]]
}

=====

Record 2
{
  "formula": "C27H60ClN3",
  "method": "the ωB97M-V functional and the def2-TZVPD basis",
  "homo_lumo_gap_ev": 8.509,
  "fmax_ha_per_bohr": 0.0267,
  "total_charge": 2,
  "symbols": ["C", "C", "C", "N", "C", "C", "C", "C", "C", "C", "H", "H", "H", "H", "H", "H", "H", "H", "H", "H", "H", "H", "H", "H", "H", "H", "H", "H", "H", "H", "C", "C", "C", "N", "C", "C", "C", "C", "C", "C", "H", "H", "H", "H", "H", "H", "H", "H", "H", "H", "H", "H", "H", "H", "H", "H", "H", "H", "H", "H", "C", "C", "C", "N", "C", "C", "C", "C", "C", "C", "H", "H", "H", "H", "H", "H", "H", "H", "H", "H", "H", "H", "H", "H", "H", "H", "H", "H", "H", "H", "Cl"],
  "coordinates": [[4.12, -1.55, -4.13], [4.28, -0.06, -3.82], [3.85, 0.20, -2.40], [3.71, 1.65, -2.02], [5.05, 2.35, -2.15], [5.16, 3.63, -1.35], [4.64, 3.49, 0.05], [3.19, 3.02, 0.04], [3.13, 1.66, -0.61], [2.71, 2.30, -2.92], [4.78, -2.14, -3.49], [4.29, -1.73, -5.19], [3.11, -1.86, -3.86], [3.62, 0.50, -4.49], [5.30, 0.28, -3.99], [4.56, -0.23, -1.68], [2.88, -0.25, -2.18], [5.83, 1.63, -1.91], [5.19, 2.54, -3.21], [6.20, 3.96, -1.36], [4.61, 4.43, -1.87], [5.25, 2.80, 0.64], [4.69, 4.44, 0.59], [2.88, 2.90, 1.08], [2.52, 3.72, -0.44], [3.79, 0.99, -0.05], [2.13, 1.26, -0.77], [1.93, 1.57, -3.14], [3.19, 2.59, -3.85], [2.27, 3.17, -2.44], [3.57, -1.85, 0.91], [2.11, -1.50, 1.17], [1.83, -0.98, 2.57], [0.45, -0.38, 2.71], [-0.64, -1.35, 2.32], [-0.69, -2.53, 3.24], [-0.78, -2.11, 4.70], [0.24, -1.05, 5.12], [0.30, 0.10, 4.14], [0.35, 0.83, 1.83], [4.24, -1.14, 1.41], [3.78, -1.73, -0.15], [3.83, -2.85, 1.24], [1.46, -2.36, 0.99], [1.69, -0.80, 0.44], [2.54, -0.21, 2.89], [1.87, -1.82, 3.26], [-0.45, -1.55, 1.27], [-1.58, -0.80, 2.40], [0.14, -3.22, 3.09], [-1.58, -3.11, 3.00], [-0.75, -2.96, 5.37], [-1.76, -1.63, 4.84], [1.23, -1.49, 5.29], [-0.05, -0.65, 6.09], [1.15, 0.76, 4.31], [-0.62, 0.68, 4.14], [0.17, 0.50, 0.80], [1.26, 1.41, 1.91], [-0.53, 1.39, 2.12], [-5.41, -2.25, 2.14], [-5.69, -1.19, 1.08], [-4.41, -0.89, 0.33], [-4.44, 0.30, -0.60], [-3.24, 0.31, -1.52], [-3.30, -0.73, -2.61], [-4.66, -0.89, -3.31], [-5.84, -0.79, -2.35], [-5.70, 0.39, -1.43], [-4.41, 1.54, 0.23], [-4.67, -1.93, 2.86], [-5.08, -3.18, 1.68], [-6.34, -2.50, 2.66], [-6.06, -0.28, 1.55], [-6.44, -1.57, 0.39], [-4.10, -1.76, -0.24], [-3.57, -0.66, 0.99], [-2.39, 0.07, -0.88], [-3.16, 1.34, -1.86], [-3.03, -1.71, -2.23], [-2.56, -0.44, -3.35], [-4.68, -1.89, -3.76], [-4.77, -0.23, -4.17], [-5.88, -1.71, -1.75], [-6.79, -0.73, -2.88], [-6.55, 0.48, -0.76], [-5.62, 1.32, -1.98], [-5.16, 1.54, 1.00], [-4.44, 2.39, -0.45], [-3.41, 1.60, 0.67], [0.16, -0.77, -1.92]]
}

=====

Record 3
{
  "formula": "C27H60ClN3Si4Zr",
  "method": "the ωB97M-V functional and the def2-TZVPD basis",
  "homo_lumo_gap_ev": 7.735,
  "fmax_ha_per_bohr": 0.0195,
  "total_charge": 2,
  "symbols": ["Zr", "C", "C", "C", "C", "C", "C", "C", "C", "C", "C", "C", "C", "H", "H", "H", "H", "H", "H", "H", "H", "H", "H", "H", "H", "H", "H", "H", "H", "H", "H", "N", "C", "C", "C", "C", "N", "H", "H", "H", "H", "H", "H", "H", "H", "H", "H", "H", "H", "Cl", "C", "H", "H", "C", "Si", "C", "C", "Si", "Si", "C", "C", "C", "Si", "C", "C", "C", "H", "H", "H", "H", "H", "H", "H", "H", "H", "H", "H", "H", "H", "H", "H", "H", "H", "H", "H", "H", "H", "H", "H", "H", "H", "H", "H", "N", "C", "H"],
  "coordinates": [[-0.96, -0.90, -0.41], [-3.06, 2.08, 1.61], [-3.17, 0.86, 0.73], [-3.18, -0.45, 1.28], [-3.09, -0.61, 2.77], [-3.47, -1.55, 0.44], [-3.73, -2.91, 1.07], [-3.79, -1.36, -0.92], [-4.22, -2.55, -1.74], [-3.86, -0.05, -1.44], [-4.47, 0.24, -2.79], [-3.50, 1.04, -0.62], [-3.57, 2.44, -1.17], [-4.00, 2.62, 1.59], [-2.28, 2.77, 1.27], [-2.84, 1.84, 2.64], [-2.27, -0.03, 3.20], [-2.94, -1.64, 3.08], [-4.02, -0.26, 3.23], [-4.74, -2.90, 1.50], [-3.04, -3.14, 1.88], [-3.69, -3.72, 0.35], [-5.18, -2.93, -1.38], [-3.52, -3.38, -1.65], [-4.33, -2.33, -2.79], [-3.74, 0.47, -3.56], [-5.13, 1.11, -2.71], [-5.09, -0.58, -3.14], [-4.52, 2.91, -0.90], [-3.50, 2.47, -2.26], [-2.79, 3.08, -0.75], [-1.03, -2.03, -2.55], [-1.60, -1.71, -3.89], [-0.73, -0.81, -4.74], [-0.66, 0.67, -4.34], [0.12, 0.99, -3.08], [-0.75, 0.99, -1.85], [-0.05, -2.28, -2.68], [-1.46, -2.90, -2.24], [-2.59, -1.28, -3.75], [-1.74, -2.66, -4.42], [-1.12, -0.86, -5.76], [0.29, -1.22, -4.79], [-1.67, 1.08, -4.27], [-0.18, 1.21, -5.16], [0.58, 1.98, -3.17], [0.93, 0.27, -2.92], [-1.59, 1.51, -2.08], [-0.27, 1.58, -1.17], [-0.46, -2.20, 1.74], [-0.68, -3.08, 0.16], [-1.41, -3.87, 0.34], [0.28, -3.52, -0.06], [2.84, 2.35, 4.05], [1.65, 1.15, 3.27], [0.06, 2.03, 2.80], [1.23, -0.19, 4.49], [2.54, 0.38, 1.24], [4.02, -1.45, 1.38], [5.46, -0.85, 2.38], [4.57, -2.01, -0.32], [3.13, -2.84, 2.23], [3.30, 2.19, -0.06], [1.97, 3.51, -0.16], [3.66, 1.52, -1.77], [4.85, 2.90, 0.67], [2.43, 2.74, 4.99], [3.06, 3.19, 3.41], [3.79, 1.85, 4.29], [-0.47, 2.37, 3.70], [-0.60, 1.33, 2.28], [0.23, 2.89, 2.16], [0.98, 0.29, 5.44], [2.06, -0.88, 4.68], [0.37, -0.79, 4.18], [5.98, -0.02, 1.90], [6.19, -1.66, 2.51], [5.15, -0.53, 3.38], [4.87, -1.18, -0.96], [3.80, -2.60, -0.83], [5.44, -2.67, -0.21], [2.77, -2.55, 3.22], [3.81, -3.69, 2.36], [2.28, -3.19, 1.65], [0.96, 3.11, -0.27], [2.17, 4.16, -1.01], [1.97, 4.12, 0.74], [2.85, 0.90, -2.16], [4.57, 0.92, -1.76], [3.81, 2.35, -2.47], [4.68, 3.29, 1.68], [5.22, 3.72, 0.05], [5.64, 2.15, 0.74], [1.12, -1.05, -0.78], [1.04, -0.19, 0.18], [2.00, -1.51, -1.01]]
}

=====

Going through the records in order, we get relative energy (zero: lowest compared OMol25 entry of this formula, charge and spin) values of 0.00 1.95 8.76 kcal/mol.